{"formula": "C31H35BClF4INO3S5SbV", "method": "wB97M-V/def2-TZVPD", "symbols": ["I", "Sb", "V", "Cl", "S", "S", "S", "S", "S", "F", "F", "F", "F", "O", "O", "O", "N", "C", "C", "C", "C", "C", "C", "C", "C", "C", "C", "C", "C", "C", "C", "C", "C", "C", "C", "C", "C", "C", "C", "C", "C", "C", "C", "C", "C", "C", "C", "C", "B", "H", "H", "H", "H", "H", "H", "H", "H", "H", "H", "H", "H", "H", "H", "H", "H", "H", "H", "H", "H", "H", "H", "H", "H", "H", "H", "H", "H", "H", "H", "H", "H", "H", "H", "H"], "xyz": [[-0.121778, -0.418534, 2.989752], [3.449129, -0.044119, 0.218358], [0.144026, 0.262817, 0.246141], [-5.772164, -3.563674, 0.597139], [-0.643978, -0.653485, -4.113852], [-1.391304, -1.506843, -6.874200], [0.718517, 0.515672, -6.335951], [0.795946, 1.112332, -2.066671], [2.386426, 2.377679, -4.729003], [4.090275, 1.522776, 2.982986], [3.786937, 3.785796, 2.672052], [2.089925, 2.316127, 2.227037], [2.728776, 2.712736, 4.400793], [-0.356028, -2.297396, -1.634345], [-0.174454, -4.910230, -0.585750], [0.865150, -1.625863, 0.122321], [-0.223426, 2.145302, 0.503333], [0.522323, 0.596227, -3.684038], [-4.096945, -3.927687, 0.249494], [3.732170, -1.553597, 1.728132], [-1.464655, -4.550321, -0.271327], [0.834490, -3.923028, -0.365822], [3.728459, 1.515523, -3.872504], [-2.958222, -0.278929, 3.906540], [-3.172686, -3.897531, 1.272883], [0.756881, 5.246735, 1.617438], [-1.839165, -4.224102, 1.031527], [-2.742685, -0.126076, 1.455336], [0.773341, 5.028705, -0.895205], [-0.492166, -0.577389, -5.825569], [-4.947755, -0.150019, 2.574000], [-1.409300, 5.381467, 0.319640], [-0.851720, -4.220503, 2.165153], [-0.016739, 4.747486, 0.390797], [-0.159802, 3.292025, 0.494029], [-2.402817, -4.566786, -1.294278], [-4.025422, -0.016548, -1.003666], [-4.364979, -0.224343, 3.803726], [-3.726463, -4.262495, -1.042324], [3.657104, -1.431131, -1.436023], [-2.204561, -0.240363, 2.768392], [1.166304, 1.124165, -4.764983], [-1.921073, -0.049425, 0.276840], [0.391211, -2.494273, -0.688624], [-2.620106, -0.017082, -0.915644], [-4.169481, -0.102574, 1.389811], [-4.794052, -0.042237, 0.124583], [5.548274, 0.466652, 0.165633], [3.169498, 2.590635, 3.082115], [1.718519, 4.744331, 1.711424], [-6.027911, -0.132807, 2.478674], [-1.958348, 5.018503, -0.548992], [-4.968567, -0.252203, 4.702670], [-1.302197, 6.464958, 0.240807], [1.192580, -3.968529, 0.664298], [1.660360, -4.180408, -1.031670], [-2.483517, -0.360607, 4.874709], [-4.496912, 0.004688, -1.980658], [0.262784, 4.623245, -1.768682], [-3.486612, -3.628638, 2.273810], [5.794122, 1.037833, 1.057024], [-5.877063, -0.030245, 0.072693], [4.629794, -2.130391, 1.500534], [3.400562, 1.249734, -2.867965], [2.860220, -2.205955, 1.732522], [4.419519, -1.073499, -2.129582], [-2.060148, 0.012075, -1.843331], [-2.063792, -4.787861, -2.296020], [-1.987769, 5.151428, 1.213872], [4.566513, 2.208685, -3.818274], [5.768616, 1.065570, -0.718056], [1.758602, 4.567120, -0.847825], [0.197598, 5.057672, 2.533716], [3.953839, -2.410034, -1.057506], [-0.089874, -4.985355, 2.017364], [2.710971, -1.516533, -1.968035], [0.920584, 6.321875, 1.517198], [-0.351458, -3.252219, 2.246874], [-4.456525, -4.258854, -1.838915], [3.842697, -1.065993, 2.694712], [6.133798, -0.452375, 0.133820], [0.888463, 6.108169, -1.010876], [-1.361034, -4.413028, 3.109901], [4.020368, 0.625395, -4.426403]], "atomic_forces_ev_per_a": [[0.0, 0.3, 0.1], [0.0, -0.3, 0.0], [0.6, -1.4, -0.5], [0.0, 0.0, 0.0], [0.0, 0.0, 0.1], [0.0, 0.0, 0.0], [0.0, 0.0, 0.0], [0.0, 0.2, -0.3], [0.0, 0.0, 0.0], [0.1, -0.1, 0.0], [0.1, 0.2, -0.1], [-0.2, 0.1, 0.0], [-0.1, 0.0, 0.2], [0.0, 0.0, -0.2], [-0.1, 0.0, -0.2], [0.2, -0.4, -0.1], [0.0, 2.1, 0.3], [0.0, -0.1, 0.0], [0.0, 0.0, 0.0], [0.0, 0.1, 0.0], [0.0, 0.0, 0.1], [0.1, -0.1, 0.1], [0.0, 0.0, 0.0], [0.0, 0.0, 0.0], [0.0, 0.0, 0.0], [0.0, 0.0, 0.0], [0.0, 0.0, 0.0], [0.0, 0.0, 0.0], [0.0, 0.0, 0.0], [0.0, -0.1, 0.0], [0.0, 0.0, 0.0], [0.0, 0.0, 0.0], [0.0, 0.0, 0.0], [0.1, 0.0, 0.1], [-0.1, -0.2, 0.0], [0.0, 0.0, 0.0], [0.0, 0.0, 0.0], [0.0, 0.0, 0.0], [0.0, 0.0, 0.0], [0.0, 0.1, 0.0], [0.1, -0.1, 0.0], [0.0, 0.0, 0.0], [-0.7, -0.2, 0.3], [-0.1, -0.1, 0.1], [0.1, 0.0, 0.0], [0.0, 0.0, 0.0], [0.0, 0.0, 0.0], [-0.1, 0.1, 0.0], [0.1, -0.1, -0.1], [0.0, 0.0, 0.0], [0.0, 0.0, 0.0], [0.0, 0.0, 0.0], [0.0, 0.0, 0.0], [0.0, 0.0, 0.0], [0.0, 0.1, -0.1], [0.0, 0.0, 0.0], [0.0, 0.0, 0.0], [0.0, 0.0, 0.0], [0.0, 0.0, 0.0], [0.0, 0.0, 0.0], [0.0, 0.0, 0.1], [0.0, 0.0, 0.0], [0.0, 0.0, 0.0], [0.0, 0.0, 0.0], [0.0, 0.0, 0.0], [0.0, 0.0, 0.0], [0.0, 0.0, 0.0], [0.0, 0.0, 0.0], [0.0, 0.0, 0.0], [0.0, 0.0, 0.0], [0.0, 0.0, 0.0], [0.0, 0.0, 0.0], [0.0, 0.0, 0.0], [0.0, 0.0, 0.0], [0.0, 0.0, 0.0], [0.0, 0.0, 0.0], [0.0, 0.0, 0.0], [0.0, -0.1, 0.0], [0.0, 0.0, 0.0], [0.0, 0.0, 0.0], [0.0, 0.0, 0.0], [0.0, 0.0, 0.0], [0.0, 0.0, 0.0], [0.0, 0.0, 0.0]], "homo_energy_ev": [-2.048, -2.528], "multiplicity": 4, "s_squared": 3.77, "charge": -2, "e_lumo_ev": [3.96, 3.96], "gap_ha": [0.2206, 0.2383], "e_above_lowest_kcal_mol": 22.4, "energy_ev": -158929.0070}